Computed, not measured: a gas-phase ion, C4H7N2O5P2S (charge +1), with wB97M-V/def2-TZVPD.

Its largest force on an atom is 0.6 eV/A. The orbital gap is 8.317 eV. The calculation puts the LUMO energy at -0.199 hartree. The value obtained for the HOMO energy is -13.74 eV. As for the total charge: +1.

Bonds (Å) are listed after each position.
Geometry (Å):
1 O 0.580 3.214 -2.129  P2 1.453
2 P -0.690 2.545 -1.898  O1 1.453, O3 1.570, O4 1.591, C5 1.842
3 O -1.809 3.344 -1.141  P2 1.570, H15 0.968
4 O -1.479 1.966 -3.152  P2 1.591, H16 0.969
5 C -0.332 1.098 -0.815  P2 1.842, C6 1.410, N14 1.323
6 C -0.120 -0.218 -1.276  C5 1.410, C7 1.367, H17 1.085
7 C 0.240 -1.193 -0.387  C6 1.367, C8 1.388, H18 1.084
8 C 0.375 -0.833 0.946  C7 1.388, P9 1.853, N13 1.331
9 P 0.880 -1.924 2.356  C8 1.853, O10 1.594, O11 1.576, S12 1.900
10 O 2.151 -2.671 1.751  P9 1.594, H19 0.971
11 O -0.214 -3.058 2.393  P9 1.576, H20 0.968
12 S 1.076 -0.883 3.934  P9 1.900
13 N 0.134 0.436 1.270  C8 1.331, N14 1.306, H21 1.031
14 N -0.213 1.404 0.466  C5 1.323, N13 1.306
15 H -2.723 3.115 -1.359  O3 0.968
16 H -0.926 1.436 -3.746  O4 0.969
17 H -0.222 -0.452 -2.330  C6 1.085
18 H 0.422 -2.212 -0.706  C7 1.084
19 H 2.972 -2.193 1.953  O10 0.971
20 H -0.342 -3.604 1.604  O11 0.968
21 H 0.240 0.683 2.266  N13 1.031

Löwdin charges, unit e, in atom order:
1 O -0.206
2 P 0.419
3 O -0.066
4 O -0.094
5 C -0.204
6 C 0.035
7 C 0.014
8 C -0.221
9 P 0.164
10 O -0.157
11 O -0.138
12 S 0.453
13 N 0.049
14 N 0.156
15 H 0.112
16 H 0.101
17 H 0.131
18 H 0.138
19 H 0.103
20 H 0.106
21 H 0.105